8 unconnected molecules or ions with the total composition C39H42BrCl2N7O3. Source: OMol25; level of theory: ωB97M-V/def2-TZVPD.

The geometry in XYZ format:
```
94
Properties=species:S:1:pos:R:3:forces:R:3
Br -1.610 -1.059 3.704 -0.085 0.019 0.037
Cl 0.629 -3.526 2.111 -0.062 -0.028 0.199
Cl -0.418 -2.285 -1.834 -0.114 0.273 -0.112
O -4.650 -1.159 1.023 0.174 -0.104 -0.098
O -1.684 -5.465 0.837 -0.085 0.108 -0.122
O -0.113 0.465 1.982 0.098 -0.095 0.138
N 3.334 2.915 -0.563 0.016 -0.033 -0.039
N 10.175 1.792 -1.490 0.017 0.002 -0.028
N -2.992 2.810 1.154 0.043 -0.081 -0.002
N 5.599 -0.835 -0.869 -0.003 0.033 -0.014
N -0.618 -6.513 -1.848 -0.011 0.026 -0.006
N -4.359 0.986 4.990 -0.038 0.027 -0.078
N -9.086 4.967 1.479 0.008 -0.010 -0.020
C -6.179 2.152 5.460 0.012 0.022 -0.017
C -4.548 -3.430 0.450 0.033 -0.302 -0.117
C -0.464 -7.763 -3.667 0.023 -0.012 -0.013
C 11.054 2.465 -2.295 -0.023 0.002 0.024
C 10.463 0.534 -3.285 -0.003 0.007 -0.010
C -3.832 3.641 0.468 -0.056 0.034 -0.045
C 7.134 -2.063 -1.881 -0.025 -0.013 0.002
C 4.345 2.980 -1.486 0.003 -0.078 0.069
C 0.103 -6.489 -3.940 -0.040 0.007 -0.043
C -1.723 3.951 -0.250 0.014 -0.030 -0.032
C -9.256 4.777 0.135 -0.005 0.019 0.024
C -8.228 4.025 1.975 -0.020 0.019 0.025
C 5.765 -1.955 -0.103 -0.103 -0.009 0.098
C -5.090 2.686 6.202 -0.001 0.011 -0.001
C -1.042 -0.260 2.001 0.334 -0.075 -0.205
C -1.708 -3.113 0.730 -0.121 0.055 0.140
C 3.899 3.723 -2.545 -0.027 -0.013 -0.010
C -2.351 -4.460 0.694 0.170 -0.198 -0.040
C -3.803 -4.533 0.428 -0.098 0.226 0.026
C 6.710 -2.742 -0.704 0.020 0.044 -0.063
C -0.232 -3.060 0.689 0.147 0.208 -0.403
C 11.253 1.710 -3.419 0.000 -0.007 -0.012
C -0.013 -5.738 -2.800 0.058 -0.113 0.055
C -1.701 2.989 0.725 -0.179 0.022 0.067
C -7.846 3.220 0.934 0.060 -0.032 -0.002
C 2.567 4.123 -2.249 -0.001 0.005 0.000
C 9.810 0.614 -2.084 0.001 0.025 0.049
C -2.458 -2.005 0.783 0.137 -0.071 0.043
C -3.982 1.945 5.889 0.007 -0.004 -0.005
C -3.949 -2.118 0.770 -0.258 0.157 0.160
C 6.428 -0.891 -1.956 -0.013 -0.012 0.005
C -1.909 -0.611 0.829 -0.477 -0.066 -0.028
C -0.897 -7.747 -2.368 0.024 0.062 0.024
C -3.074 4.362 -0.416 0.033 -0.011 0.023
C 1.930 -2.454 -0.471 -0.066 0.021 -0.305
C -8.498 3.699 -0.235 0.002 0.002 -0.001
C 2.248 3.610 -1.020 0.001 -0.029 0.013
C -5.696 1.105 4.721 0.003 -0.010 -0.027
C 0.451 -2.646 -0.381 0.107 -0.201 0.255
H -1.387 -0.369 -0.097 0.160 0.058 0.094
H -2.765 0.069 0.897 0.007 0.029 -0.040
H -0.814 -6.229 -0.902 0.026 -0.032 0.012
H 2.472 -3.179 0.129 -0.013 0.041 0.104
H -3.748 0.299 4.585 0.013 -0.018 0.017
H -0.539 -8.597 -4.345 -0.002 -0.003 -0.008
H -7.173 2.381 1.004 -0.016 -0.020 0.004
H 7.058 -3.695 -0.344 0.009 0.000 0.002
H -8.418 3.297 -1.231 0.001 -0.003 -0.004
H -1.370 -8.506 -1.770 -0.007 -0.007 -0.003
H 2.248 -2.546 -1.508 0.053 -0.041 0.027
H 0.293 -4.728 -2.588 -0.011 -0.070 -0.019
H 6.445 -0.098 -2.684 0.019 -0.008 -0.012
H 1.348 3.681 -0.434 0.007 -0.003 0.000
H 7.870 -2.399 -2.592 0.000 -0.004 -0.006
H 11.461 3.417 -2.000 0.004 0.006 -0.011
H 0.543 -6.161 -4.867 -0.004 0.002 -0.008
H -0.901 2.421 1.163 0.080 0.108 -0.070
H -9.897 5.422 -0.441 -0.002 -0.005 -0.012
H -5.611 -3.442 0.247 -0.011 0.051 0.103
H -7.962 4.006 3.018 0.024 -0.017 -0.002
H -6.185 0.438 4.031 -0.010 -0.003 0.002
H 10.385 -0.276 -3.990 0.004 -0.005 -0.002
H 2.177 -1.440 -0.146 0.060 -0.040 0.097
H -2.962 2.019 6.226 0.000 0.005 0.011
H 5.293 2.499 -1.311 0.025 0.041 0.001
H -0.866 4.321 -0.788 -0.024 0.008 -0.018
H 4.967 -0.083 -0.664 -0.021 0.014 -0.065
H 5.194 -2.095 0.799 0.032 -0.026 0.022
H 4.464 3.956 -3.432 0.004 0.002 -0.003
H -4.205 -5.515 0.216 0.005 -0.021 0.060
H -3.445 5.105 -1.101 -0.002 0.004 -0.001
H 9.122 -0.061 -1.605 -0.003 -0.014 -0.013
H 11.893 1.969 -4.245 0.004 0.000 -0.003
H 3.379 2.435 0.317 -0.001 0.055 0.042
H -3.285 2.172 1.873 -0.033 0.101 0.101
H -5.118 3.517 6.885 0.001 0.004 0.003
H -9.526 5.688 2.020 0.003 0.011 0.003
H -7.200 2.497 5.470 -0.012 -0.010 0.010
H 9.846 2.114 -0.599 0.009 -0.007 0.015
H -4.891 3.653 0.666 -0.006 0.014 -0.008
H 1.919 4.721 -2.867 -0.002 0.005 -0.004
```
Positions in Å, forces in eV/Å.

Summary:
- HOMO energy: -8.209 eV
- Kohn-Sham gap: 5.867 eV
- Largest force on an atom: 0.48 eV/Å
- SMILES: C/C(Cl)=C(\Cl)C1=C(CC(=O)Br)C(=O)C=CC1=O.c1cc[nH]c1.c1cc[nH]c1.c1cc[nH]c1.c1cc[nH]c1.c1cc[nH]c1.c1cc[nH]c1.c1cc[nH]c1